# C57H50I3N2O2P2TeTi

A structure of composition C57H50I3N2O2P2TeTi (wB97M-V/def2-TZVPD, OMol25).

## Properties
- HOMO-LUMO gap: 6.479 eV
- Multiplicity: 1
- Charge: +3
- Strongest force on any atom: 0.7 eV/Å
- Energy relative to the best compared isomer or geometry (same formula, charge and spin): 0.0 kJ/mol

Structure (XYZ):
```
118
C57H50I3N2O2P2TeTi (wB97M-V/def2-TZVPD)
Ti 0.1565 0.5351 -0.2391
I 0.3314 0.6859 -5.3716
C 0.1216 -0.9060 -4.0707
C 0.0736 -2.2210 -4.6033
C 0.0194 -3.3284 -3.7938
I -0.0590 -5.2063 -4.6697
C -0.0074 -3.1754 -2.3748
C -0.1350 -4.2209 -1.4334
C -0.2724 -3.9176 -0.1073
C -0.2469 -2.5773 0.3028
N -0.0359 -1.5756 -0.5288
C 0.0300 -1.8722 -1.8657
C 0.0914 -0.7532 -2.7113
O 0.1864 0.4225 -2.0309
H 0.0883 -2.3384 -5.6783
H -0.1616 -5.2464 -1.7743
H -0.4298 -4.6870 0.6324
H -0.4000 -2.3284 1.3439
I -1.4099 2.9330 -0.0110
C -3.1491 2.8984 1.1713
C -3.2871 4.1029 1.8174
C -4.4089 4.3423 2.6289
C -5.3390 3.3550 2.7603
C -5.2029 2.1154 2.0934
C -6.2432 1.1638 2.2438
C -6.1923 -0.0214 1.5810
C -5.0859 -0.3037 0.7624
C -4.0236 0.5554 0.6011
P -2.7300 0.0150 -0.5951
C -3.3448 0.6865 -2.1736
C -4.6910 0.4621 -2.4809
C -5.2423 0.9782 -3.6381
C -4.4601 1.7337 -4.5046
C -3.1253 1.9540 -4.2107
C -2.5676 1.4323 -3.0513
C -3.0520 -1.7721 -0.6956
C -3.2545 -2.3980 -1.9226
C -3.5824 -3.7478 -1.9731
C -3.7272 -4.4754 -0.8027
C -3.5122 -3.8624 0.4262
C -3.1587 -2.5263 0.4788
C -4.0765 1.8317 1.2621
H -2.5489 4.8848 1.7052
H -4.5215 5.2936 3.1262
H -6.2185 3.5084 3.3703
H -7.0823 1.4139 2.8763
H -6.9891 -0.7452 1.6651
H -5.1025 -1.2493 0.2383
H -5.3207 -0.1165 -1.8166
H -6.2827 0.7962 -3.8625
H -4.8944 2.1484 -5.4019
H -2.5094 2.5318 -4.8851
H -1.5188 1.6119 -2.8508
H -3.1875 -1.8324 -2.8437
H -3.7558 -4.2186 -2.9311
H -4.0193 -5.5147 -0.8452
H -3.6330 -4.4240 1.3416
H -3.0223 -2.0523 1.4449
C 2.1739 2.7307 3.3819
C 0.7363 2.8480 2.9012
C -0.0605 3.8509 3.7340
C -0.0263 1.5140 2.8776
C 0.0064 0.7813 4.2197
O 0.9091 -0.3175 3.9754
C 1.0674 -0.4459 2.6777
N 0.5438 0.4879 1.9274
C 1.7423 -1.7037 2.2959
C 1.5647 -2.7820 3.1655
C 2.0928 -4.0279 2.8591
C 2.8088 -4.1960 1.6869
C 3.0173 -3.1190 0.8321
C 2.4973 -1.8644 1.1220
P 2.8606 -0.4443 0.0405
C 3.8636 -1.1094 -1.3124
C 5.1725 -1.5212 -1.0329
C 5.9591 -2.0612 -2.0353
C 5.4556 -2.1878 -3.3247
C 4.1658 -1.7702 -3.6111
C 3.3725 -1.2331 -2.6074
C 4.1045 0.4677 1.0186
C 4.3459 0.2135 2.3681
C 5.3405 0.9039 3.0465
C 6.1128 1.8465 2.3875
C 5.9086 2.0787 1.0332
C 4.9216 1.3867 0.3538
H 2.6895 3.6800 3.2425
H 2.7316 1.9761 2.8311
H 2.2344 2.4941 4.4448
H 0.7586 3.2325 1.8748
H -0.1340 3.5449 4.7778
H -1.0752 3.9735 3.3532
H 0.4257 4.8244 3.7249
H -1.0655 1.6920 2.5801
H -0.9498 0.3557 4.5277
H 0.4302 1.3644 5.0335
H 1.0031 -2.6458 4.0777
H 1.9477 -4.8553 3.5387
H 3.2291 -5.1608 1.4396
H 3.6018 -3.2692 -0.0649
H 5.5788 -1.4184 -0.0347
H 6.9675 -2.3782 -1.8130
H 6.0758 -2.6046 -4.1059
H 3.7782 -1.8519 -4.6162
H 2.3791 -0.8908 -2.8510
H 3.7868 -0.5358 2.9090
H 5.5201 0.6886 4.0903
H 6.8912 2.3761 2.9165
H 6.5367 2.7797 0.5023
H 4.8383 1.5296 -0.7180
C 2.7886 2.2105 -2.5618
Te 1.9716 2.7614 -0.6907
C 1.0263 4.4402 -1.6115
H 3.3903 3.0575 -2.8875
H 1.9717 2.0181 -3.2530
H 3.4089 1.3264 -2.4561
H 0.2863 4.1257 -2.3435
H 1.8468 4.9624 -2.1028
H 0.5959 5.0925 -0.8596
```

Atom charges from the Löwdin analysis, given in e for atoms 1 to 99: Ti 0.53; I 1.12; C -0.63; C -0.19; C -0.65; I 1.05; C -0.19; C 0.02; C 0.00; C -0.12; N -0.01; C -0.19; C -0.40; O -0.35; H 0.09; H 0.09; H 0.13; H 0.12; I 1.36; C -0.52; C -0.17; C -0.03; C 0.01; C -0.14; C 0.01; C -0.02; C -0.09; C -0.28; P 1.07; C -0.37; C -0.08; C -0.04; C -0.04; C -0.08; C -0.15; C -0.39; C -0.07; C -0.04; C -0.04; C -0.06; C -0.14; C -0.18; H 0.09; H 0.13; H 0.13; H 0.13; H 0.13; H 0.10; H 0.11; H 0.12; H 0.12; H 0.10; H 0.04; H 0.12; H 0.12; H 0.12; H 0.12; H 0.12; C -0.03; C -0.42; C -0.03; C -0.28; C -0.03; O 0.06; C -0.33; N 0.04; C -0.20; C 0.01; C -0.02; C -0.02; C -0.04; C -0.31; P 1.09; C -0.37; C -0.08; C -0.03; C -0.03; C -0.04; C -0.09; C -0.39; C -0.09; C -0.05; C -0.03; C -0.04; C -0.15; H 0.10; H 0.05; H 0.10; H 0.02; H 0.09; H 0.06; H 0.10; H 0.10; H 0.15; H 0.14; H 0.13; H 0.13; H 0.13; H 0.11

***

# C57H54GeN5O4P2SY

A structure of composition C57H54GeN5O4P2SY (wB97M-V/def2-TZVPD, OMol25).

## Properties
- HOMO-LUMO gap (spin up / spin down): 7.343 / 4.639 eV
- Multiplicity: 2
- Charge: +1
- Strongest force on any atom: 1.9 eV/Å

Structure (XYZ):
```
125
C57H54GeN5O4P2SY (wB97M-V/def2-TZVPD)
Y -0.5821 0.3308 0.1460
C -4.0158 -0.3737 0.7388
P -2.9084 -1.7394 1.3241
C -4.0230 -2.6236 2.4616
C -5.2315 -3.1708 2.0271
C -6.0588 -3.8350 2.9174
C -5.6892 -3.9542 4.2547
C -4.4947 -3.4085 4.6955
C -3.6620 -2.7465 3.7985
C -2.8368 -2.8903 -0.1591
C -2.6676 -4.3504 0.2461
C -2.0170 -5.1276 -0.8354
C -1.3713 -3.1966 -2.1252
C -2.0382 -1.9810 -2.7030
C -3.2315 -1.6647 -2.2104
C -3.6113 0.8442 1.5157
C -4.2699 1.5092 2.5054
C -3.3667 2.5048 3.0067
C -2.2203 2.3846 2.2871
C -0.9523 3.1765 2.3890
P 0.4291 1.9764 2.3543
C 0.2599 1.1611 3.9666
C -0.2046 -0.1466 4.0604
C -0.3531 -0.7471 5.3044
C -0.0417 -0.0436 6.4568
C 0.4204 1.2651 6.3702
C 0.5720 1.8646 5.1313
C 1.9433 2.9682 2.5060
C 2.0284 4.2725 2.0286
C 3.2421 4.9506 2.0469
C 4.3782 4.3327 2.5488
C 4.2991 3.0346 3.0387
C 3.0934 2.3531 3.0070
N -2.3292 1.3562 1.3542
H -3.8690 -0.2254 -0.3290
H -5.0570 -0.6381 0.9105
H -5.5229 -3.0778 0.9847
H -6.9951 -4.2564 2.5740
H -6.3380 -4.4717 4.9497
H -4.2076 -3.4972 5.7355
H -2.7268 -2.3177 4.1377
H -3.1235 -4.8157 1.1095
H -1.9357 -6.1981 -0.7009
H -0.3564 -3.3280 -2.5037
H -1.5817 -1.3920 -3.4921
H -3.8506 -0.8582 -2.5876
H -5.2741 1.3012 2.8460
H -3.5505 3.2221 3.7933
H -0.8376 3.8589 1.5427
H -0.9225 3.7620 3.3083
H -0.4409 -0.7199 3.1736
H -0.6942 -1.7729 5.3673
H -0.1528 -0.5139 7.4256
H 0.6689 1.8149 7.2688
H 0.9410 2.8822 5.0699
H 1.1467 4.7802 1.6617
H 3.2963 5.9647 1.6723
H 5.3214 4.8634 2.5660
H 5.1806 2.5518 3.4421
H 3.0396 1.3368 3.3829
N 4.8946 -4.5578 -2.6815
C 3.9878 -4.0500 -1.7805
C 2.8846 -4.8127 -1.3716
C 1.9333 -4.2876 -0.5222
C 2.0682 -2.9808 -0.0579
C 3.1756 -2.2232 -0.4255
C 4.1258 -2.7494 -1.2824
S 0.7554 -2.2516 0.8410
O 1.1872 -0.8442 1.1455
O 0.4526 -3.0561 1.9776
N -0.4280 -1.9472 -0.1687
C -1.3273 -2.9916 -0.6110
N -3.8239 -2.5237 -1.2163
C -4.4052 -3.6136 -1.9787
C -3.6275 -4.5224 -2.5466
C -2.1528 -4.5633 -2.2472
N -1.1653 -4.3306 0.0475
H 4.8999 -5.5488 -2.8466
H 5.7868 -4.1044 -2.7692
H 2.7859 -5.8340 -1.7220
H 1.0843 -4.8821 -0.2045
H 3.3041 -1.2248 -0.0279
H 4.9911 -2.1557 -1.5556
H -5.4782 -3.5791 -2.1197
H -4.0598 -5.3069 -3.1580
H -1.6526 -5.2114 -2.9638
O -2.3783 1.3873 -1.3768
H -2.5137 1.4879 -2.3266
H -2.9775 1.9725 -0.8936
O 0.9523 -0.4881 -2.0442
H 1.7579 -0.9906 -1.8542
H 0.6524 -0.7411 -2.9235
C -0.0439 4.1435 -1.1133
Ge 0.6116 2.3630 -1.5737
C 0.1262 2.1057 -3.4394
C -1.0693 2.6429 -3.9298
C -1.4194 2.5080 -5.2698
C -0.5719 1.8365 -6.1396
C 0.6335 1.3235 -5.6742
C 0.9770 1.4500 -4.3349
C 2.5484 2.3280 -1.3749
C 3.1261 1.5542 -0.4035
C 4.5300 1.5073 -0.2273
C 5.3376 2.2347 -1.0449
C 4.7878 3.0548 -2.0647
C 5.6322 3.8087 -2.9212
C 5.1127 4.6089 -3.8929
C 3.7110 4.7105 -4.0444
C 2.8757 3.9988 -3.2351
C 3.3830 3.1260 -2.2306
H 0.0895 4.7450 -2.0138
H 0.5658 4.5459 -0.3094
H -1.0919 4.1688 -0.8154
H -1.7112 3.2267 -3.2770
H -2.3414 2.9423 -5.6358
H -0.8411 1.7278 -7.1822
H 1.3139 0.8345 -6.3601
H 1.9298 1.0662 -3.9898
H 2.5193 0.9446 0.2579
H 4.9500 0.8921 0.5595
H 6.4144 2.2111 -0.9222
H 6.7048 3.7357 -2.7836
H 5.7673 5.1769 -4.5409
H 3.2991 5.3598 -4.8067
H 1.8073 4.1015 -3.3645
```

Atom charges from the Löwdin analysis, given in e for atoms 1 to 99: Y 1.34; C -0.27; P 1.15; C -0.37; C -0.10; C -0.07; C -0.08; C -0.07; C -0.08; C -0.37; C -0.10; C -0.16; C -0.14; C -0.02; C -0.10; C -0.43; C -0.05; C -0.05; C -0.41; C -0.27; P 1.03; C -0.35; C -0.08; C -0.06; C -0.07; C -0.07; C -0.09; C -0.37; C -0.09; C -0.06; C -0.07; C -0.08; C -0.10; N -0.11; H 0.04; H 0.09; H 0.11; H 0.11; H 0.11; H 0.11; H 0.08; H 0.14; H 0.15; H 0.14; H 0.11; H 0.12; H 0.10; H 0.10; H 0.06; H 0.10; H 0.06; H 0.10; H 0.11; H 0.11; H 0.11; H 0.08; H 0.11; H 0.11; H 0.11; H 0.12; N 0.12; C -0.31; C -0.01; C -0.05; C -0.29; C -0.08; C -0.02; S 0.59; O -0.48; O -0.25; N -0.28; C -0.45; N -0.07; C -0.07; C -0.01; C -0.15; N 0.10; H 0.10; H 0.10; H 0.12; H 0.11; H 0.09; H 0.12; H 0.12; H 0.12; H 0.14; O -0.12; H 0.05; H 0.08; O -0.10; H 0.05; H 0.06; C -0.20; Ge 0.95; C -0.33; C -0.13; C -0.07; C -0.07; C -0.06

***

no.,energy (hartree)
1,-5154.607606
2,-5975.178649